# 1
A cluster of 2 separate species, C3H6ClN2O2P in total in a non-equilibrium geometry, computed with ωB97M-V with the def2-TZVPD basis set.

Calculated values
Total energy (eV): -32092.4721
Orbital gap (eV): 9.312
SMILES: O/P=N/Cl.N#CCCO

XYZ file:
```
15
Properties=species:S:1:pos:R:3:nbo_charge:R:1
H 0.8401 -1.1513 0.6221 0.216
N 3.4282 0.1323 0.2295 -1.003
O 0.0513 0.5885 1.0970 -0.744
Cl 4.4720 -1.0899 -0.2891 0.139
H -0.6791 1.3343 0.8772 0.485
O 2.2193 2.2914 0.4462 -0.998
N -2.7462 0.7229 -1.2418 -0.309
H 1.5442 1.6272 0.7107 0.530
H -0.4006 -1.4132 -1.2657 0.259
P 3.3251 1.5657 -0.4493 1.307
C -1.7268 0.1896 -1.1719 0.272
H 0.2626 0.0969 -1.5228 0.255
C -0.2337 -0.6171 0.5128 -0.045
H -1.0669 -1.0237 1.1438 0.200
C -0.4839 -0.4528 -0.9658 -0.562
```

***

# 2
A cluster of 2 separate species, CH6N2 in total in a non-equilibrium geometry, computed with ωB97M-V with the def2-TZVPD basis set.

Calculated values
Total energy (eV): -4110.0855
Orbital gap (alpha / beta) (eV): 8.816 / 8.800

XYZ file:
```
9
Properties=species:S:1:pos:R:3:nbo_charge:R:1
N -0.6093 0.9063 -0.7169 -1.077
H -0.3019 1.4131 -1.5545 0.380
H 0.1711 -1.4246 1.5890 0.191
H -1.0827 1.4385 0.0452 0.379
H 0.5453 -0.0733 0.4362 0.306
H 1.4917 -1.7382 0.2232 0.220
H -1.3440 0.3092 -1.0959 0.363
N 2.1989 -0.4711 1.5718 -0.138
C 1.0988 -0.9467 0.9289 -0.625
```

***

# 3
An isolated molecule of C2H3N3S in a non-equilibrium geometry, computed with ωB97M-V with the def2-TZVPD basis set.

Calculated values
Total energy (eV): -17423.4402
Orbital gap (alpha / beta) (eV): 7.262 / 8.473

XYZ file:
```
9
Properties=species:S:1:pos:R:3:nbo_charge:R:1
H -1.8213 -1.6668 -0.0223 0.189
H -1.7201 0.7092 0.1797 0.380
N 0.3084 1.0523 0.1289 -0.465
C 1.4316 0.4021 0.2106 0.074
S 2.9902 0.3873 0.0875 0.136
H 0.1390 1.8139 -0.4800 0.411
N -0.8627 0.2790 -0.2105 -0.481
N 0.2854 -1.8200 0.0981 -0.348
C -0.7506 -1.1568 0.0079 0.103
```

***

# 4
A structure of composition C30H40BrCl3N11O3SiZn in a non-equilibrium geometry, computed with ωB97M-V with the def2-TZVPD basis set.

Calculated values
Charge: +1
Total energy (eV): -218192.1880
Orbital gap (eV): 8.308

XYZ file:
```
90
Properties=species:S:1:pos:R:3:mulliken_charge:R:1
Zn -0.3024 0.7403 0.5665 1.571
C -0.2245 -4.2558 1.9304 -1.858
Cl 0.7112 2.7824 -3.8981 -0.094
H 0.9705 -5.3347 -0.3061 0.314
H -2.5595 -4.9002 0.7172 0.581
C -3.0791 -0.2482 0.4608 0.343
H 1.7719 -2.3501 2.1287 0.523
Cl 1.2232 -0.0893 -4.1912 -0.011
C 2.5144 -2.4425 1.3478 -0.206
H 1.2814 -3.6840 -2.8964 0.524
C -0.1150 -5.2598 -0.3242 -1.883
C -4.4478 -0.3750 0.2558 -0.514
N -0.1683 4.9688 1.9749 0.114
H -2.4339 -3.8120 -0.6645 0.288
H -2.2142 5.1734 1.5728 0.364
C 0.1335 5.5306 -0.7518 -0.673
H 1.9198 5.0109 1.9956 0.352
C -1.5178 -1.8765 -2.5125 0.212
H -1.2217 6.6044 1.2161 0.346
Cl -1.3494 1.0586 -5.0277 -0.065
C 4.4175 -2.6677 -0.6230 -0.795
C 2.4159 0.4593 2.1432 -0.273
Si 0.2052 -2.4444 -0.3011 -0.842
H -1.1315 3.1783 2.3801 0.124
H -2.3870 -1.0076 0.1334 -0.169
C -5.3083 0.6043 0.7316 -0.406
H 0.1877 6.6185 -0.7079 0.370
H -0.7730 -5.1100 2.3270 0.551
N 2.5319 0.6246 -0.1918 0.518
C -2.1188 -3.9693 0.3634 -1.510
H -2.5032 -3.1581 0.9774 0.251
H 4.1510 -2.4531 2.7291 0.564
H 0.5429 -3.6210 -5.2239 0.454
N 3.7236 0.4504 2.3725 -0.264
C -1.2010 3.6494 -0.2722 -1.303
H 2.7880 -2.6597 -1.9901 0.106
C 3.8531 -2.4955 1.6896 -0.954
H 1.9476 0.0270 4.0655 0.242
H -0.3231 0.5400 3.7641 0.354
C -1.2570 5.5155 1.1701 -0.708
C 4.8143 -2.6099 0.7005 -0.818
C -0.0049 1.1432 -3.8638 0.816
H 1.1381 6.5030 1.4288 0.339
C -0.0434 -3.1279 -4.4601 -1.010
H -2.9247 2.5334 2.1234 0.361
C 3.0735 -2.6230 -0.9512 -0.341
H -1.0826 3.3438 -1.3123 0.271
C -0.5197 0.9808 -2.5389 -0.616
H -0.5263 -6.1703 0.1111 0.540
H 4.0906 0.2218 3.2814 0.249
C 2.0879 -2.5186 0.0233 1.089
H -2.9316 -1.4335 -4.0538 0.541
C -0.3217 -2.4834 -2.1367 1.261
O 1.8525 0.8112 -1.1754 -0.452
N 1.5673 0.3604 3.1828 -0.197
N 1.8539 0.6740 0.9588 0.575
C 1.1533 3.5259 -0.0223 -0.886
C -0.5956 -4.0395 0.4631 2.138
H -0.4365 -5.2032 -1.3606 0.319
H -0.0589 -0.7181 2.6894 -0.042
N 0.1903 0.2433 2.9402 -0.347
H -2.1746 3.3133 0.0863 0.366
N 1.2293 4.9651 0.0224 0.152
H 5.8603 -2.6525 0.9586 0.412
H 0.2221 5.2111 -1.7922 0.301
H -1.5690 -2.4916 -5.8293 0.418
H 1.2473 3.1887 -1.0558 0.004
H 1.9794 3.1266 0.5693 0.122
Br -5.1081 -1.8752 -0.6920 -0.090
O 3.7250 0.4247 -0.2068 -0.819
H 5.1565 -2.7453 -1.4051 0.458
C -1.9823 -1.8934 -3.8149 -0.864
H 4.3395 0.3930 1.5603 0.258
O -0.3026 -1.1164 0.4384 0.349
C -0.2102 3.5276 1.9163 -1.183
H 0.6357 3.1289 2.4827 0.115
N -0.1258 3.0054 0.5317 2.564
C -3.3623 1.7113 1.5761 0.076
C -1.2283 -2.4994 -4.8049 -0.632
H -2.1133 -1.3806 -1.7646 0.123
H -0.4803 -3.3843 2.5325 0.195
C -4.7404 1.6587 1.4279 -1.151
N -1.1485 5.0884 -0.2165 0.046
C 0.3857 -3.1367 -3.1426 -0.941
C 1.0964 5.4143 1.4008 -0.698
H -6.3747 0.5378 0.5706 0.466
H -5.3626 2.4350 1.8468 0.498
N -2.5332 0.7916 1.0807 0.166
H 0.8385 -4.4602 2.0363 0.372
N -0.9299 0.9761 -1.4700 -0.407
```

***

# 5
An isolated molecule of CHO2PS in a non-equilibrium geometry, computed with ωB97M-V with the def2-TZVPD basis set.

Calculated values
Total energy (eV): -25271.8973
Orbital gap (alpha / beta) (eV): 7.900 / 7.901
SMILES: O=COP=S

XYZ file:
```
6
Properties=species:S:1:pos:R:3:nbo_charge:R:1
P -1.2218 1.3512 -0.3982 0.943
O -0.8498 -0.1034 0.3985 -0.818
H 0.2893 -1.8490 0.8771 0.146
C 0.2456 -0.8985 0.3258 0.636
O 1.0432 -0.8767 -0.5511 -0.529
S 0.4934 2.3765 -0.6522 -0.378
```

***

# 6
A structure of composition C25H19FN5O8Tc, computed with ωB97M-V with the def2-TZVPD basis set.

Calculated values
Charge: +1
Total energy (eV): -54974.7188
Orbital gap (alpha / beta) (eV): 5.907 / 5.655
Spin multiplicity: 4

XYZ file:
```
59
Properties=species:S:1:pos:R:3:nbo_charge:R:1
C 2.0998 2.2638 -0.1183 -0.073
O 2.3569 -0.7147 2.3474 -0.516
C -0.0702 -5.0043 2.5442 0.253
O 0.1583 -0.5813 2.0638 -0.722
O -7.4834 1.8631 -0.3054 -0.646
O -4.7609 -1.2262 2.0229 -0.444
C 2.7821 3.1095 -0.9971 -0.180
C 3.6433 4.0664 -0.4890 -0.209
N -4.5944 2.4065 -0.5033 -0.479
N 1.2234 -3.4781 1.2600 -0.420
H 2.1480 -1.8177 -4.8673 0.236
H 2.6272 3.0264 -2.0650 0.228
H -0.6599 0.2056 -2.3592 0.211
C 2.9936 -0.6707 -3.2687 -0.201
O -6.9509 -0.1753 0.3770 -0.462
C 2.7369 0.1585 -2.1884 -0.167
H 2.3452 -2.1400 0.1950 0.286
H 4.5200 4.9065 1.2754 0.233
H -2.6668 4.4322 -0.5419 0.258
F -1.1841 -5.3330 3.1894 -0.282
H -0.1882 -1.2538 -4.2902 0.234
H -7.1329 2.7602 -0.3156 0.477
C 1.1494 1.2758 -0.6555 0.299
N 0.0547 1.0985 -0.0078 -0.464
C -4.0970 0.6234 0.6421 0.036
C -3.2618 2.3991 -0.3484 0.455
C 1.3816 -1.0867 1.7674 0.774
C 0.0673 -3.8242 1.9517 -0.036
C 2.2873 -4.3584 1.1300 0.793
H -2.3772 3.4445 -1.9795 0.255
Tc -1.1911 0.3352 1.0670 1.587
H -1.3393 3.2673 -0.5561 0.255
H 4.1682 4.7300 -1.1624 0.234
C 3.8366 4.1650 0.8833 -0.154
C 1.4178 0.4751 -1.8571 -0.081
C 1.3791 -2.1502 0.6936 -0.329
C -5.1514 1.2917 0.1071 0.029
O 0.9800 -7.0780 3.0488 -0.529
H -5.0784 3.1003 -1.0525 0.437
N -2.9318 1.3229 0.3497 -0.551
H -0.7256 -3.0873 1.9939 0.239
O 3.2908 -4.1006 0.5041 -0.613
C -6.5983 0.9166 0.0770 0.749
H 3.3431 3.3803 2.8211 0.236
C 2.2882 2.3693 1.2620 -0.185
C -3.9178 -0.6183 1.4638 0.755
H 4.0137 -0.9315 -3.5148 0.240
C -2.3581 3.4461 -0.8890 -0.675
C 1.0011 -5.9997 2.5174 0.598
C 0.6258 -0.8596 -3.6975 -0.206
H 0.5840 -1.9660 -0.0358 0.195
C 0.3633 -0.0456 -2.6134 -0.187
H 1.7970 1.6787 1.9362 0.239
O -2.5789 -0.9068 1.5601 -0.729
H 3.5511 0.5262 -1.5790 0.239
C 1.9429 -1.1734 -4.0227 -0.146
C 3.1690 3.3146 1.7560 -0.188
H 2.8728 -6.2131 1.7042 0.441
N 2.0992 -5.5648 1.7695 -0.628
```

***

# 7
A structure of composition BFeH18O15S2 in a non-equilibrium geometry, computed with ωB97M-V with the def2-TZVPD basis set.

Calculated values
Charge: -2
Total energy (eV): -87738.3884
Orbital gap (alpha / beta) (eV): 5.774 / 5.698
Spin multiplicity: 6

XYZ file:
```
37
Properties=species:S:1:pos:R:3:nbo_charge:R:1
H -0.5055 0.1371 -0.5543 0.069
H 0.7047 1.4931 -0.7610 0.010
H 3.7619 0.2756 -2.3072 0.466
O -0.4519 -2.6677 2.6941 -1.008
Fe 0.1815 0.8278 1.0404 1.739
H 2.2925 0.6371 -2.2617 0.500
H -2.8243 -0.1796 -0.1170 0.501
H 0.2034 0.4412 -2.0955 0.052
H -0.3998 -1.3073 -1.3071 0.462
H 2.0271 -2.7451 -0.4865 0.508
H -4.0782 0.6685 -0.1390 0.447
O 0.6834 -0.9035 1.5778 -1.046
O -0.3034 2.8909 0.9659 -0.929
O 0.9674 -3.0833 0.7246 -1.097
H -1.0091 3.1985 0.3970 0.504
O -0.3351 1.0400 2.9157 -1.053
B 0.3911 0.4975 -1.0344 -0.982
H -2.7147 0.7626 -4.8594 0.455
H 1.1422 -0.2368 -0.7879 0.082
O 3.0445 0.5983 -2.8526 -0.966
O -2.8671 1.1015 -3.9773 -0.942
O -3.7591 -0.2157 -0.3197 -0.953
S 0.8010 -2.3088 2.0057 2.623
H 2.6951 2.0139 0.8418 0.498
O 2.1007 1.4782 1.3671 -0.932
O -2.5601 1.8914 3.2791 -1.027
H 2.6466 1.1397 2.0768 0.521
O -1.7226 0.5255 1.3976 -1.057
O -2.1289 -0.4453 3.4888 -0.972
H -0.0653 3.6568 1.4883 0.502
O 2.7186 -2.8262 -1.1433 -0.998
H 2.2541 -2.8430 -1.9801 0.448
S -1.7906 0.7913 2.8382 2.632
O 1.9476 -2.4782 2.8688 -1.051
O -0.7931 -2.1431 -1.0564 -0.992
H -0.1670 -2.5287 -0.4435 0.499
H -2.0876 0.8459 -3.4840 0.488
```

***

# 8
An isolated molecule of C9H10N2O2 in a non-equilibrium geometry, computed with ωB97M-V with the def2-TZVPD basis set.

Calculated values
Total energy (eV): -16566.4166
Orbital gap (alpha / beta) (eV): 7.735 / 7.733

XYZ file:
```
23
Properties=species:S:1:pos:R:3:nbo_charge:R:1
C -0.7760 0.6479 2.1012 0.592
H 1.2667 2.9385 1.0871 0.381
C 0.2872 -0.5815 -0.4289 -0.113
C 1.2489 -0.5609 -1.4604 -0.161
H 2.2648 -0.4295 -1.2675 0.205
H -0.6830 -0.2874 -4.1541 0.208
C 0.8922 -0.5227 -2.7587 -0.238
N 0.4978 1.2212 1.9226 -0.248
C -1.0536 -0.3783 -0.8169 -0.194
O -1.8228 1.1830 1.8669 -0.588
N 0.5985 2.2712 1.2127 -0.575
C -0.3381 -0.8126 2.0900 0.002
H 1.6662 -0.9032 1.2805 0.215
H -1.8776 -0.4425 -0.1064 0.225
C -1.4732 -0.4678 -2.1274 -0.208
C 0.7126 -0.6227 0.9912 -0.088
H 0.9721 -0.8859 3.7002 0.496
H -2.4721 -0.4068 -2.3694 0.217
O 0.2023 -1.2591 3.2657 -0.723
H 1.7145 -0.3006 -3.4500 0.218
H -0.2431 2.5609 0.6483 0.351
C -0.4238 -0.4028 -3.0684 -0.180
H -1.1606 -1.5587 1.8416 0.205
```

***

> Look up the total energy of the eighth one.

-16566.4166 eV

***

> Number 8 is which compound?

C9H10N2O2

***

> What is the total energy in the eighth record?

-16566.4166 eV

***

> What is the total energy in the fourth record?

-218192.1880 eV